Formula: C25H46NO4P
Source: the Open Molecules 2025 dataset
Level of theory: the ωB97M-V functional and the def2-TZVPD basis

```
77
Properties=species:S:1:pos:R:3:lowdin_charge:R:1
C -2.410 2.705 2.867 -0.107
C -3.924 2.905 2.795 -0.256
C -4.484 2.430 1.434 -0.214
C -4.913 0.961 1.547 -0.190
C -4.754 0.084 0.279 -0.200
C -4.598 0.831 -1.027 -0.223
C -4.511 -0.104 -2.239 -0.209
C -3.866 0.544 -3.463 -0.202
C -2.331 0.493 -3.627 -0.194
C -1.654 1.809 -3.255 -0.208
C -0.160 1.950 -3.582 -0.189
C 0.877 0.929 -3.067 -0.187
C 1.814 1.566 -2.039 -0.234
C 2.850 0.615 -1.399 -0.187
C 3.220 1.162 -0.028 -0.177
C 4.120 0.276 0.813 -0.205
O 3.778 -1.092 0.732 -0.151
C 3.946 -1.866 1.904 -0.515
C 5.351 -1.671 2.543 -0.247
N 5.794 -2.910 3.171 -0.021
C 2.936 -1.529 2.994 -0.149
O 1.684 -2.169 2.838 -0.036
C 1.164 -1.928 1.593 -0.292
C 0.738 -2.998 0.862 -0.042
C 0.273 -2.825 -0.414 -0.064
C 0.240 -1.564 -0.942 -0.089
C 0.616 -0.477 -0.204 -0.095
C 1.076 -0.668 1.065 -0.012
P 3.980 -3.670 1.285 0.940
O 3.148 -4.557 2.378 -0.262
O 3.165 -3.633 -0.149 -0.271
H -1.952 2.689 1.883 0.062
H -1.934 3.509 3.413 0.062
H -2.148 1.770 3.343 0.065
H -4.374 2.316 3.581 0.095
H -4.166 3.952 2.922 0.095
H -5.365 3.023 1.221 0.105
H -3.692 2.577 0.718 0.083
H -5.929 0.889 1.913 0.104
H -4.295 0.516 2.320 0.097
H -5.664 -0.507 0.191 0.107
H -3.963 -0.618 0.455 0.101
H -5.433 1.504 -1.163 0.121
H -3.671 1.393 -1.014 0.087
H -5.540 -0.317 -2.523 0.105
H -4.082 -1.064 -1.978 0.109
H -4.272 0.016 -4.318 0.098
H -4.209 1.573 -3.519 0.108
H -2.147 0.353 -4.690 0.107
H -1.872 -0.357 -3.136 0.093
H -2.151 2.560 -3.860 0.107
H -1.820 2.025 -2.202 0.100
H 0.135 2.915 -3.179 0.100
H -0.042 2.034 -4.655 0.103
H 1.491 0.650 -3.915 0.114
H 0.449 0.029 -2.640 0.055
H 1.219 2.076 -1.284 0.102
H 2.368 2.339 -2.564 0.114
H 2.414 -0.373 -1.347 0.092
H 3.717 0.665 -2.047 0.121
H 2.310 1.455 0.483 0.091
H 3.786 2.078 -0.170 0.122
H 5.128 0.369 0.409 0.125
H 4.141 0.680 1.822 0.122
H 6.003 -1.480 1.704 0.117
H 5.337 -0.843 3.245 0.116
H 5.554 -2.958 4.148 0.075
H 6.769 -3.100 3.026 0.073
H 2.781 -0.454 3.079 0.122
H 3.336 -1.849 3.945 0.129
H 0.776 -3.985 1.286 0.108
H -0.049 -3.677 -0.980 0.110
H -0.096 -1.440 -1.955 0.083
H 0.570 0.510 -0.627 0.085
H 1.390 0.153 1.682 0.118
H 2.355 -4.960 2.009 0.042
H 3.670 -4.234 -0.698 0.037
```

As for the structure (SMILES): CCCCCCCCCCCCCCCCO[C@@](CN)(COc1ccccc1)P(O)O. The LUMO energy comes out at 0.691 eV. The calculation puts the HOMO-LUMO gap at 8.19 eV. For the HOMO energy, the calculation gives -0.27562 hartree. The energy is -1677.17864 a.u.